ORCA calculation (ωB97M-V/def2-TZVPD) on a cluster of 2 separate species, C7H12 in total.

- E_LUMO: 0.041 hartree
- Kohn-Sham gap: 9.85 eV
- Relative energy (zero: lowest compared OMol25 entry of this formula, charge and spin): 2.064 eV

The geometry in ORCA input format:
```
! RIJCOSX wB97M-V def2-TZVPD def2/J DEFGRID3
* xyz 0 1
C -1.6018 -0.2705 -0.8563
C 1.1146 1.8257 -0.5526
C -1.8807 -0.0864 0.6069
H -0.5497 -0.9237 -2.5136
H 0.6762 -0.8343 1.1648
H -2.3296 0.1682 -1.5385
C 1.0287 -1.5589 0.4386
H 1.5444 1.1465 -1.2844
H 0.3790 2.5360 -0.9216
H -1.1806 0.6396 1.0401
H -1.7703 -1.0230 1.1672
C -0.5701 -0.9107 -1.4241
C 0.5301 -1.6603 -0.7975
H -2.8937 0.2960 0.7658
H 1.0209 2.4266 1.4751
H 0.9939 -2.3909 -1.4612
H 2.1885 1.0442 1.0844
C 1.4583 1.7677 0.7289
H 1.8522 -2.1987 0.7473
*
```